{
  "formula": "C43H65BNO3",
  "method": "ωB97M-V/def2-TZVPD",
  "symbols": ["C", "C", "C", "C", "C", "C", "H", "H", "C", "C", "C", "H", "C", "H", "H", "H", "H", "H", "H", "H", "H", "C", "H", "H", "C", "H", "H", "H", "H", "C", "C", "C", "C", "C", "H", "C", "H", "H", "H", "H", "H", "H", "C", "H", "H", "H", "H", "H", "C", "C", "H", "H", "H", "C", "C", "H", "C", "H", "C", "C", "H", "C", "H", "H", "C", "H", "C", "H", "C", "H", "H", "H", "H", "C", "H", "C", "C", "C", "B", "C", "C", "C", "H", "H", "H", "H", "H", "H", "C", "H", "H", "H", "C", "O", "H", "H", "H", "C", "H", "H", "H", "O", "O", "H", "H", "H", "H", "H", "H", "N", "C", "C", "C"],
  "xyz": [[6.46, 2.75, 0.86], [-2.88, -7.14, -0.30], [-3.46, 2.45, -2.01], [-4.09, -6.85, 0.33], [-4.41, -9.19, 0.79], [7.01, 2.57, -1.47], [0.94, -5.60, -0.30], [-2.29, -6.34, -0.72], [-3.21, -9.48, 0.15], [8.68, 2.08, 0.19], [-6.31, -5.26, -2.13], [-8.76, -7.56, -1.68], [-1.56, -1.34, 1.39], [-8.96, -3.72, -3.58], [8.05, 2.28, 2.24], [6.48, 7.24, 1.66], [6.68, 8.73, 2.62], [3.64, 5.75, 3.71], [0.87, -3.48, 1.62], [-2.87, -10.51, 0.07], [-5.49, 2.99, -1.58], [-2.88, 2.34, -4.35], [5.07, 5.38, 2.71], [1.22, 1.90, 2.53], [-6.93, -6.43, -1.72], [-2.57, -1.44, 3.36], [-1.51, 0.55, 2.61], [-10.06, -5.83, -2.88], [-2.14, 2.15, -5.12], [5.20, 7.37, 3.52], [-1.04, -4.44, 2.18], [-8.28, -6.64, -1.99], [4.34, 6.18, 2.97], [-4.17, 2.71, -4.69], [5.75, 2.97, 1.65], [0.15, -4.20, 1.19], [-1.99, -4.68, 1.64], [1.73, 1.52, -3.38], [5.09, 3.17, -0.73], [-6.12, 3.24, -3.96], [-3.16, -2.65, 2.17], [0.51, 5.99, 0.23], [-9.01, -5.66, -2.67], [-2.63, 0.56, 1.14], [2.67, 3.42, -0.72], [1.98, -5.38, 1.14], [-1.51, -8.68, -0.89], [-0.48, -1.61, 1.39], [0.93, -5.52, 0.80], [6.09, 2.86, -0.47], [3.83, 7.62, 1.41], [-2.00, -1.67, 0.42], [-0.32, -2.78, 3.43], [1.57, 1.75, 1.48], [6.50, 7.64, 2.70], [5.51, 7.17, 4.57], [1.39, 5.47, 0.64], [-4.45, 2.81, -5.73], [-5.11, 2.95, -3.69], [-2.25, -2.14, 2.56], [7.39, 7.23, 3.23], [-8.39, -4.48, -3.06], [-3.18, 2.34, -0.97], [3.26, -0.43, -2.82], [3.69, 0.59, -2.83], [-1.78, -3.66, 4.07], [1.71, 2.85, -0.87], [0.49, -6.43, 1.26], [3.56, 6.57, 1.66], [-0.29, -3.77, 0.26], [4.41, 0.65, -1.99], [2.22, 5.32, -0.08], [-1.64, 0.20, -1.02], [-2.52, 2.21, -3.01], [3.98, 5.95, 0.83], [-4.76, 2.81, -2.36], [8.30, 2.18, -1.14], [1.99, 6.41, 1.78], [-0.42, 0.88, 0.62], [-4.85, -7.87, 0.88], [0.94, 2.83, 0.47], [-1.64, 0.22, 1.54], [-6.56, -3.36, -3.11], [1.66, 6.12, 2.79], [-0.19, 4.31, 1.58], [-0.83, -5.32, 2.83], [9.68, 1.77, 0.45], [-5.00, -9.99, 1.21], [-2.45, -8.45, -0.39], [1.58, 7.43, 1.56], [2.69, 1.70, 1.51], [4.25, 0.81, -3.77], [0.89, 4.15, 1.34], [2.11, 1.54, -1.30], [-1.51, 1.93, -2.74], [1.15, 3.40, -1.67], [-4.43, -5.82, 0.40], [2.55, 1.65, -2.64], [-0.12, -0.52, -0.99], [3.05, 2.65, -2.76], [-5.79, -7.65, 1.37], [0.93, 0.54, 1.12], [-0.40, 2.35, 0.48], [-5.26, -5.10, -1.93], [4.57, 8.29, 3.48], [6.72, 2.65, -2.51], [-6.36, -7.19, -1.20], [1.38, 4.02, 2.33], [9.02, 1.95, -1.92], [-0.66, 0.33, -0.81], [-1.30, -3.23, 3.16], [7.76, 2.36, 1.20], [-7.04, -4.28, -2.80]],
  "max_force_ev_per_a": 3.62,
  "gap_ha": 0.2295,
  "homo_ev": -3.935,
  "total_energy_ev": -53955.74201,
  "total_charge": -1,
  "e_lumo_ev": 2.309
}